Record 1
This record from OMol25 describes 2 unconnected molecules or ions with the total composition C5H10O. The level of theory is ωB97M-V/def2-TZVPD.

2S+1 = 1
frontier orbital gap = 0.3880 Eh
molecular weight = 86.13 g mol⁻¹
energy above the lowest of the compared OMol25 structures with the same formula, charge and spin = 182.6 kJ/mol

Last column: Löwdin charge in e.
Positions of all 16 atoms, in Å:
1 C -1.9283 -0.7291 -0.0475  -0.09
2 C -0.6780 -0.3192 -0.7712  -0.14
3 C 0.5377 -0.4165 -0.2575  -0.29
4 C 1.3729 -0.8493 0.8688  -0.09
5 C 1.9875 -0.2608 -0.4037  -0.09
6 H -1.7011 -1.0332 0.9781  0.08
7 H -2.4146 -1.5698 -0.5553  0.07
8 H -2.6493 0.0948 -0.0088  0.07
9 H -0.7902 0.0742 -1.7825  0.11
10 H 1.4052 -0.2420 1.7715  0.10
11 H 1.4847 -1.9183 1.0400  0.10
12 H 2.5177 -0.9335 -1.0748  0.10
13 H 2.4188 0.7362 -0.3325  0.10
14 O -0.5897 2.6259 0.5468  -0.06
15 H -0.5751 3.0439 -0.3218  0.04
16 H -0.3983 1.6966 0.3505  -0.01

Record 2
This record from OMol25 describes 3 unconnected molecules or ions with the total composition CH9N2O2 at a distorted geometry. The level of theory is ωB97M-V/def2-TZVPD.

2S+1 = 1
frontier orbital gap = 0.4178 Eh
charge = +1
molecular weight = 81.09 g mol⁻¹
energy above the lowest of the compared OMol25 structures with the same formula, charge and spin = 107.4 kJ/mol

Last column: Löwdin charge in e.
Positions of all 14 atoms, in Å:
1 N 0.4106 1.2997 0.3919  0.19
2 C -0.0542 1.7581 -0.7750  -0.13
3 N -0.0831 0.8605 -1.7399  0.16
4 H 0.2697 0.4042 0.7348  0.04
5 H 0.7986 1.9999 0.9725  0.12
6 H 0.1413 2.8685 -1.0043  0.19
7 H -0.3571 0.9841 -2.7289  0.15
8 H 0.2312 -0.1218 -1.4899  0.12
9 H 0.2521 -2.6539 -0.2890  0.08
10 H -1.1153 -2.4123 -1.0053  0.08
11 O -0.2546 -1.9701 -0.7960  -0.09
12 H 0.3951 -0.6045 3.0322  0.07
13 H -0.6587 -1.5195 2.5233  0.09
14 O 0.0244 -0.8930 2.1736  -0.08

Record 3
This record from OMol25 describes a single C3H8N2S molecule at a distorted geometry. The level of theory is ωB97M-V/def2-TZVPD.

2S+1 = 1
frontier orbital gap = 0.3178 Eh
molecular weight = 104.18 g mol⁻¹
energy above the lowest of the compared OMol25 structures with the same formula, charge and spin = 38.1 kJ/mol

Last column: Löwdin charge in e.
Positions of all 14 atoms, in Å:
1 C 0.8536 0.2298 1.4905  -0.10
2 N 0.1281 0.0810 0.2377  -0.23
3 C -0.9700 1.0386 -0.0204  -0.05
4 C 0.3240 -0.9723 -0.5497  -0.93
5 N -0.4113 -0.9950 -1.6965  0.08
6 S 1.3625 -2.2374 -0.1783  0.57
7 H 1.9143 -0.0176 1.2986  0.06
8 H 0.4494 -0.4354 2.2623  0.09
9 H 0.8375 1.2828 1.8224  0.09
10 H -0.6364 1.7708 -0.7890  0.10
11 H -1.8898 0.5137 -0.3418  0.09
12 H -1.1806 1.6041 0.9098  0.09
13 H -0.1319 -1.7189 -2.3296  0.08
14 H -0.6493 -0.1443 -2.1162  0.06

Record 4
This record from OMol25 describes 8 unconnected molecules or ions with the total composition C6H27NO7 at a distorted geometry. The level of theory is ωB97M-V/def2-TZVPD.

2S+1 = 2
frontier orbital gap (alpha / beta) = 0.3926 / 0.2951 Eh
charge = +1
⟨S²⟩ = 0.762
molecular weight = 225.28 g mol⁻¹
energy above the lowest of the compared OMol25 structures with the same formula, charge and spin = 0.0 kJ/mol

Last column: Löwdin charge in e.
Positions of all 41 atoms, in Å:
1 C 2.6379 -1.4901 -3.1110  -0.09
2 C 1.3876 -1.7591 -2.2685  -0.26
3 C 1.6449 -1.9286 -0.7776  -0.20
4 C 2.3379 -0.7289 -0.1077  -0.17
5 N 0.5749 2.3009 1.0766  0.23
6 C 1.3988 1.2624 1.0683  -0.08
7 C 1.4473 0.4484 -0.0553  0.03
8 H 2.3317 -1.4536 -4.1590  0.08
9 H 2.9212 -0.4357 -2.9931  0.07
10 H 3.4777 -2.1425 -2.9615  0.08
11 H 0.6536 -0.9630 -2.3871  0.08
12 H 0.9446 -2.6718 -2.6675  0.12
13 H 2.1839 -2.8661 -0.6913  0.12
14 H 0.6870 -2.1002 -0.2772  0.11
15 H 2.8152 -0.9831 0.8334  0.12
16 H 3.1143 -0.3929 -0.8014  0.13
17 H -0.0939 2.5127 0.3431  0.08
18 H 0.3966 2.6651 2.0039  0.14
19 H 2.0416 1.2212 1.9079  0.14
20 H 0.9737 0.7429 -0.9838  0.14
21 H -3.7106 2.2105 -2.4457  0.07
22 H -2.6751 1.1916 -2.3649  0.01
23 O -2.8830 1.9814 -2.8970  -0.06
24 H -1.3213 0.6434 2.1901  0.01
25 H -2.2482 1.3261 1.2943  0.08
26 O -1.7992 0.4676 1.3351  -0.10
27 H -1.8859 4.0279 -0.6797  0.05
28 H -1.7405 3.0317 -1.8910  0.02
29 O -1.4615 3.2197 -0.9721  -0.07
30 H -0.4100 -1.5329 2.7625  0.02
31 H 1.1940 -1.4529 2.3724  0.03
32 O 0.4733 -1.1047 2.8996  -0.07
33 H -1.6474 -0.2350 -0.4765  0.00
34 H -1.7797 -0.5769 -1.9920  0.04
35 O -2.2806 -0.3654 -1.1987  -0.05
36 H -0.2562 0.3558 3.8280  0.02
37 H -1.6031 0.4211 4.5313  0.08
38 O -1.0625 0.8967 3.8890  -0.05
39 H -2.3623 -1.1451 2.0343  0.02
40 H -2.3347 -2.7171 2.1939  0.08
41 O -2.0816 -1.8813 2.5961  -0.04

Record 5
This record from OMol25 describes 11 unconnected molecules or ions with the total composition CH24O10 at a distorted geometry. The level of theory is ωB97M-V/def2-TZVPD.

2S+1 = 1
frontier orbital gap = 0.4193 Eh
molecular weight = 196.19 g mol⁻¹
energy above the lowest of the compared OMol25 structures with the same formula, charge and spin = 147.4 kJ/mol

Last column: Löwdin charge in e.
Positions of all 35 atoms, in Å:
1 C 0.6202 -1.8667 -0.7202  -0.04
2 H -0.4654 -1.8970 -0.8498  0.00
3 H 1.0839 -2.7240 -1.2420  0.04
4 H 0.7942 -1.9229 0.3975  0.03
5 H 1.0591 -0.9480 -1.2229  0.04
6 O -0.9278 2.9179 -0.5425  -0.07
7 H -0.0101 2.5689 -0.6657  0.01
8 H -1.2718 3.2657 -1.3725  0.05
9 O -1.3785 -3.0485 1.3322  -0.08
10 H -0.6782 -3.5775 0.9164  0.06
11 H -1.7648 -2.6341 0.5278  0.02
12 O -2.7805 -1.0916 -0.1079  -0.08
13 H -3.7546 -1.1313 -0.2179  0.08
14 H -2.7049 -0.2949 0.4402  -0.02
15 O 1.6823 2.3163 -0.8865  -0.09
16 H 1.5887 1.6557 -0.0894  0.05
17 H 2.1213 3.1355 -0.7183  0.06
18 O -3.2800 1.5221 -2.5187  -0.05
19 H -3.2984 0.5669 -2.5541  0.02
20 H -2.6463 1.6009 -1.7994  0.00
21 O -0.7501 -0.7050 2.4315  -0.05
22 H -1.0633 -1.5259 2.0310  -0.01
23 H -1.1878 -0.5938 3.2859  0.08
24 O -2.1933 1.0841 1.1821  -0.05
25 H -1.8927 1.7761 0.6271  -0.01
26 H -1.4261 0.6037 1.5246  0.00
27 O 3.2175 0.0802 -1.5999  -0.06
28 H 2.7763 0.9240 -1.4197  0.00
29 H 4.0291 0.4329 -1.9369  0.04
30 O 1.8225 0.4468 0.9350  -0.05
31 H 2.5644 -0.1740 0.9434  0.02
32 H 1.0387 -0.0454 1.2325  0.03
33 O 3.7766 -1.5291 0.5448  -0.07
34 H 3.5738 -1.5729 -0.4296  0.05
35 H 3.9933 -2.4410 0.7032  0.04

Record 6
This record from OMol25 describes 12 unconnected molecules or ions with the total composition C5H34N2O12 at a distorted geometry. The level of theory is ωB97M-V/def2-TZVPD.

2S+1 = 1
frontier orbital gap = 0.3391 Eh
molecular weight = 314.33 g mol⁻¹
energy above the lowest of the compared OMol25 structures with the same formula, charge and spin = 290.4 kJ/mol

Last column: Löwdin charge in e.
Positions of all 53 atoms, in Å:
1 C 0.0831 -2.0804 -0.6181  -0.10
2 N -0.4009 -1.9026 0.7552  -0.26
3 C -0.6784 -3.2018 1.3748  -0.10
4 C -1.6264 -1.0892 0.8632  -0.16
5 C -1.2629 0.3964 0.6038  -0.15
6 N -1.3745 1.1857 1.8282  0.03
7 C -2.5208 1.7811 2.2705  -0.33
8 O -2.6556 2.0272 3.4561  0.01
9 H 0.7000 -1.2032 -0.8110  0.05
10 H -0.6817 -2.1794 -1.4059  0.10
11 H 0.5619 -3.0427 -0.7792  0.09
12 H 0.2060 -3.8444 1.3459  0.08
13 H -1.4778 -3.7537 0.8635  0.10
14 H -0.9117 -3.1147 2.4331  0.07
15 H -1.8459 -1.1457 1.9348  0.08
16 H -2.5178 -1.4995 0.3734  0.13
17 H -0.2294 0.4384 0.2672  0.07
18 H -1.8727 0.7664 -0.2147  0.10
19 H -0.8456 0.7088 2.5440  0.09
20 H -3.2022 2.1822 1.5107  0.14
21 O 1.8090 1.4292 -3.9891  -0.07
22 H 1.2933 0.8112 -4.5271  0.02
23 H 1.2541 1.5253 -3.2156  -0.02
24 O 2.6731 -1.1216 -3.3313  -0.06
25 H 2.1187 -1.6822 -2.7857  0.01
26 H 2.5625 -0.2283 -2.9832  -0.01
27 O 2.9487 -2.3635 0.7927  -0.04
28 H 2.1532 -1.9407 0.4471  -0.02
29 H 2.5727 -2.9513 1.4589  0.03
30 O -0.4610 1.8690 -1.9497  -0.07
31 H -0.5655 2.8122 -1.7393  0.07
32 H 0.1580 1.5713 -1.2769  0.01
33 O 1.6003 2.1736 1.4657  -0.06
34 H 2.3887 2.5668 1.8731  0.09
35 H 1.3400 1.6446 2.2420  0.04
36 O 2.0654 0.7874 -0.8046  -0.06
37 H 2.5585 1.5793 -1.0374  0.07
38 H 2.0614 0.7643 0.1618  0.02
39 O -1.1989 -1.1079 3.7934  -0.08
40 H -0.2747 -1.0053 3.4960  0.00
41 H -1.3837 -0.3622 4.3723  0.05
42 O 1.3663 -0.3411 3.1808  -0.04
43 H 1.9388 -0.7466 3.8431  0.09
44 H 1.4333 -0.9167 2.4028  0.04
45 O -0.3059 3.7245 0.0970  -0.05
46 H 0.3571 4.3616 0.3087  0.03
47 H 0.0172 2.9411 0.5744  0.00
48 O -0.6823 0.1749 -4.4960  -0.06
49 H -1.0228 0.2636 -3.5868  0.00
50 H -0.5331 -0.7726 -4.5876  0.05
51 O -2.7010 0.6780 -2.7997  -0.09
52 H -2.0433 1.2858 -2.3892  0.00
53 H -2.9446 1.1473 -3.6059  0.05

Record 7
This record from OMol25 describes 5 unconnected molecules or ions with the total composition C18H32I2NO12 at a distorted geometry. The level of theory is ωB97M-V/def2-TZVPD.

2S+1 = 1
frontier orbital gap = 0.2406 Eh
charge = +1
molecular weight = 708.26 g mol⁻¹

Last column: Löwdin charge in e.
Positions of all 65 atoms, in Å:
1 C 0.1043 -0.0867 -4.0812  0.16
2 C 0.0643 0.8744 -3.3808  -0.14
3 C -0.0139 2.0888 -2.5929  -0.36
4 C 0.4584 1.9975 -1.1512  -0.15
5 N 0.5029 3.4664 -0.7702  -0.43
6 I -1.3426 4.3114 -0.1563  1.09
7 C 0.8823 4.2670 -2.0212  -0.26
8 C 0.9490 3.2139 -3.1384  -0.63
9 I 2.9462 2.5791 -3.6951  1.06
10 H -0.0237 -0.7879 -4.8695  0.06
11 H -1.0036 2.5589 -2.6238  0.13
12 H 1.4981 1.6880 -1.0140  0.13
13 H -0.1801 1.5515 -0.3878  0.11
14 H 1.0641 3.6699 0.0523  0.11
15 H 0.1433 4.9884 -2.3539  0.08
16 H 1.8198 4.7344 -1.7211  0.12
17 H 0.5433 3.5012 -4.1046  0.09
18 C -3.8713 -1.5030 3.4833  -0.02
19 O -2.7549 -1.6884 2.6042  -0.01
20 C -2.9766 -1.3167 1.3474  -0.62
21 O -3.9953 -0.8539 0.9115  0.14
22 O -1.8589 -1.5449 0.6438  -0.03
23 C -1.9574 -1.1903 -0.7334  -0.04
24 H -3.5672 -1.8396 4.4704  0.09
25 H -4.1431 -0.4505 3.5416  0.10
26 H -4.7209 -2.0999 3.1574  0.10
27 H -2.1571 -0.1228 -0.8421  0.08
28 H -2.7298 -1.7748 -1.2298  0.11
29 H -0.9992 -1.4164 -1.1965  0.09
30 C 4.7214 2.7900 -6.6871  -0.10
31 O 5.9403 3.3949 -7.0985  0.01
32 C 7.0290 2.6843 -6.7837  -0.62
33 O 7.0334 1.6305 -6.2044  0.13
34 O 8.0945 3.3466 -7.2193  0.01
35 C 9.3415 2.6995 -6.9499  -0.03
36 H 3.9120 3.4503 -6.9901  0.09
37 H 4.5858 1.8234 -7.1717  0.11
38 H 4.6941 2.6758 -5.6011  -0.05
39 H 9.3859 1.7305 -7.4438  0.10
40 H 9.4930 2.5885 -5.8776  0.10
41 H 10.1245 3.3359 -7.3522  0.10
42 C -0.9259 -4.2849 1.4185  -0.04
43 O -1.4450 -5.2304 0.4809  0.01
44 C -2.0146 -6.2992 1.0428  -0.62
45 O -2.1144 -6.5050 2.2224  0.13
46 O -2.4528 -7.0944 0.0678  0.00
47 C -3.0909 -8.2880 0.5271  -0.04
48 H -0.4934 -3.4704 0.8506  0.08
49 H -1.7203 -3.8900 2.0456  0.08
50 H -0.1453 -4.7378 2.0294  0.10
51 H -3.9722 -8.0492 1.1201  0.10
52 H -2.3972 -8.8972 1.1040  0.10
53 H -3.3995 -8.8445 -0.3537  0.09
54 C -4.2904 2.9273 7.7965  -0.04
55 O -4.0282 1.5544 7.5013  0.00
56 C -2.7392 1.2195 7.5546  -0.63
57 O -1.8272 1.9570 7.8177  0.13
58 O -2.6378 -0.0784 7.2633  0.00
59 C -1.3013 -0.5822 7.2844  -0.04
60 H -5.3648 3.0709 7.7206  0.09
61 H -3.9730 3.1703 8.8091  0.10
62 H -3.7956 3.5772 7.0761  0.10
63 H -0.8661 -0.4780 8.2766  0.10
64 H -0.6864 -0.0740 6.5427  0.10
65 H -1.3540 -1.6385 7.0333  0.09

Record 8
This record from OMol25 describes 5 unconnected molecules or ions with the total composition C20H21Cl12FN2O2S3 at a distorted geometry. The level of theory is ωB97M-V/def2-TZVPD.

2S+1 = 1
frontier orbital gap = 0.2932 Eh
molecular weight = 862.03 g mol⁻¹
energy above the lowest of the compared OMol25 structures with the same formula, charge and spin = 0.0 kJ/mol

Last column: Löwdin charge in e.
Positions of all 61 atoms, in Å:
1 O -0.0541 3.3995 0.0415  -0.27
2 S -1.0911 3.6865 -0.9174  0.67
3 O -2.3886 3.8157 -0.2712  -0.30
4 F -0.7175 5.0758 -1.6887  -0.17
5 N -1.2134 2.5464 -2.1468  -0.13
6 C -1.2712 1.1454 -1.5780  -0.25
7 C -1.1662 0.1058 -2.7594  -0.21
8 C 0.1440 -0.7777 -2.7546  -0.49
9 S 0.6125 -1.4462 -1.1175  0.89
10 C 1.8075 -0.2498 -0.3977  -0.99
11 S 2.2738 1.1043 -1.2395  0.73
12 N 2.4055 -0.4460 0.9084  -0.12
13 C 1.4962 -1.0933 1.8424  -0.24
14 C 0.5468 -0.2363 2.5757  -0.01
15 C -0.3992 -0.7841 3.5503  -0.20
16 C -0.4303 -2.2797 3.8403  -0.21
17 C 0.5201 -3.1120 3.0834  -0.07
18 C 1.4582 -2.5329 2.1133  -0.02
19 C 3.6929 -1.1232 0.8070  -0.23
20 C 3.9970 -2.0702 -0.2833  -0.03
21 C 5.3059 -2.7372 -0.4027  -0.13
22 C 6.3753 -2.4738 0.5628  -0.24
23 C 6.0764 -1.5291 1.6597  -0.07
24 C 4.7643 -0.8736 1.7835  0.01
25 H -2.1063 2.6411 -2.6507  0.12
26 H -0.4504 1.0855 -0.8226  0.05
27 H -2.2569 0.9703 -1.0606  0.10
28 H -2.0629 -0.5614 -2.8001  0.11
29 H -1.1453 0.7014 -3.7225  0.12
30 H 1.0005 -0.2519 -3.2623  0.06
31 H -0.0711 -1.6760 -3.4088  0.09
32 H 0.5207 0.8716 2.3930  0.12
33 H -1.0882 -0.0894 4.0930  0.09
34 H -1.1374 -2.7415 4.5739  0.09
35 H 0.4996 -4.2089 3.2916  0.10
36 H 2.1475 -3.2110 1.5608  0.11
37 H 3.2517 -2.3316 -1.0752  0.08
38 H 5.4749 -3.4245 -1.2717  0.10
39 H 7.3768 -2.9635 0.4923  0.07
40 H 6.8899 -1.3499 2.4007  0.10
41 H 4.6511 -0.1794 2.6567  0.12
42 Cl -3.9375 -1.7014 0.1210  0.51
43 C -4.1003 -1.3286 1.8450  -1.46
44 Cl -2.5801 -1.6675 2.6991  0.71
45 Cl -4.5844 0.3558 2.0724  0.51
46 H -4.8773 -1.9644 2.2592  0.02
47 Cl 8.6554 1.1562 -2.4687  0.52
48 C 9.1590 -0.4227 -1.8543  -1.51
49 Cl 10.3077 -0.2345 -0.5229  0.52
50 Cl 7.7541 -1.3668 -1.3326  0.65
51 H 9.6542 -0.9590 -2.6582  0.01
52 Cl -6.2463 3.7619 -2.1687  0.53
53 C -5.6616 3.1162 -0.6284  -1.52
54 Cl -6.7854 3.5156 0.6782  0.55
55 Cl -5.4324 1.3674 -0.7336  0.49
56 H -4.7035 3.5736 -0.4081  -0.02
57 Cl -10.6462 3.1750 -2.6173  0.52
58 C -10.0703 2.5298 -1.0757  -1.56
59 Cl -11.1976 2.9272 0.2265  0.52
60 Cl -9.8320 0.7817 -1.1819  0.51
61 H -9.1143 2.9896 -0.8499  -0.05

Q: Among the records above, which one has the lowest molecular weight?
A: CH9N2O2

Q: What is the formula in the fourth record?
A: C6H27NO7